Formula: C15H34BFNO8P
Source: the OMol25 dataset
Level of theory: ωB97M-V/def2-TZVPD

Last column: Mulliken charge in e.
Cartesian coordinates (Å):
1 N 3.92546 -3.70284 -0.29792  -0.81
2 P 3.53721 -2.20944 -0.15117  0.79
3 O 2.47663 -1.74853 -1.28758  -0.45
4 O 2.77457 -1.91268 1.25965  -0.48
5 B 5.07359 -1.06014 -0.22147  0.28
6 C 4.91559 0.38557 -0.80255  0.07
7 C 5.59013 0.66488 -2.16385  -0.49
8 C 5.77666 -0.54646 -3.04532  -0.51
9 F 4.54037 -1.14674 -3.28855  -0.27
10 H 3.45308 -4.17110 -1.06257  0.22
11 H 2.55028 -0.81326 -1.52766  0.28
12 H 2.04028 -1.29748 1.12001  0.30
13 H 6.08074 -1.51625 0.21280  -0.06
14 H 3.86221 0.64598 -0.84343  -0.38
15 H 5.35342 1.07330 -0.07063  0.26
16 H 6.56956 1.12979 -2.03529  0.36
17 H 4.97267 1.38026 -2.71171  0.28
18 H 6.20187 -0.25706 -4.00893  0.36
19 H 6.43680 -1.29622 -2.60009  0.29
20 C -0.10159 2.47178 2.07964  -0.71
21 C 0.69782 3.60051 1.47080  -0.51
22 O 1.78473 3.11593 0.66395  -0.37
23 C 1.64649 2.77577 -0.62573  0.80
24 C 0.27178 2.70347 -1.24512  -0.97
25 O 2.64110 2.47660 -1.23977  -0.60
26 H -0.58522 1.86096 1.31595  0.10
27 H -0.87940 2.87129 2.73081  0.37
28 H 0.54939 1.82271 2.66666  0.29
29 H 0.07356 4.28581 0.89782  0.35
30 H 1.18211 4.18606 2.24975  0.34
31 H -0.09094 1.67815 -1.16096  0.19
32 H 0.36531 2.94995 -2.29948  0.39
33 H -0.46046 3.36637 -0.79333  0.28
34 C -1.80712 -5.02668 -1.79680  -1.09
35 C -0.96907 -3.76945 -1.70903  -0.16
36 O -1.71436 -2.65610 -1.19701  -0.37
37 C -1.84557 -2.40382 0.11534  0.78
38 C -1.36819 -3.41658 1.12810  -0.96
39 O -2.39096 -1.38160 0.44519  -0.61
40 H -2.14277 -5.35795 -0.81349  0.28
41 H -1.22786 -5.83161 -2.24928  0.37
42 H -2.69139 -4.84663 -2.40815  0.31
43 H -0.05453 -3.91482 -1.13430  0.17
44 H -0.66452 -3.45856 -2.70671  0.35
45 H -2.21059 -4.05607 1.39219  0.29
46 H -1.05257 -2.87975 2.01880  0.30
47 H -0.54554 -4.03991 0.79012  0.34
48 C -5.43541 1.54807 0.13919  -1.07
49 C -4.39524 1.29741 1.21007  -0.16
50 O -3.93547 2.51708 1.81171  -0.31
51 C -4.56510 3.12771 2.83202  0.76
52 C -5.95012 2.67432 3.23012  -0.99
53 O -4.02014 4.05425 3.36918  -0.58
54 H -6.33943 2.00128 0.54758  0.31
55 H -5.70849 0.60812 -0.34069  0.36
56 H -5.03763 2.22240 -0.61939  0.32
57 H -4.74797 0.60316 1.97346  0.35
58 H -3.50594 0.85179 0.77061  0.14
59 H -6.67576 3.29299 2.70222  0.27
60 H -6.06493 2.84424 4.29730  0.30
61 H -6.15912 1.62977 3.01693  0.31

Results
Gap between HOMO and LUMO, eV: 8.6
E_tot, eV: -46659.818
HOMO energy, eV: -8.661
SMILES: N=P(O)(O)BCCCF.CCOC(C)=O.CCOC(C)=O.CCOC(C)=O